[1]
C6H6O2 | ωB97M-V with the def2-TZVPD basis set

Each line ends with the Mulliken charge.
Atoms and positions in Å:
C (0.77, -0.82, 0.19)  0.07
C (-0.26, -0.39, -0.89)  -0.58
C (0.12, 1.07, -0.81)  -0.40
C (0.48, 1.30, 0.45)  -0.51
C (0.10, 0.01, 1.20)  -0.41
C (-1.30, -0.27, 0.04)  0.66
H (2.44, -1.23, -0.73)  0.36
H (0.94, -1.95, 0.47)  0.32
H (-0.34, -0.71, -1.87)  0.55
H (-0.12, 1.84, -1.55)  0.39
H (0.37, 2.40, 0.88)  0.27
H (-0.19, -0.12, 2.38)  0.33
O (2.16, -0.36, -0.12)  -0.52
O (-2.49, -0.33, 0.03)  -0.54

## Properties
Energy relative to the best compared isomer or geometry (same formula, charge and spin) ... 4.5502 eV
Kohn-Sham gap ... 9.328 eV
HOMO ... -0.3219 Ha
SMILES ... O=C1[C@H]2C=C[C@@H]1[C@@H]2O

***

[2]
C6H6O3S | ωB97M-V with the def2-TZVPD basis set

Each line ends with the Mulliken charge.
Atoms and positions in Å:
C (0.39, -1.81, 2.45)  -0.28
C (0.46, -0.72, 1.87)  -0.45
C (0.44, 0.26, 0.95)  0.11
C (0.33, -0.34, -1.15)  0.13
C (0.77, 1.61, 0.85)  -0.15
C (-0.69, -1.35, -1.20)  -0.95
O (0.16, 1.57, -2.77)  -0.60
O (-1.63, 1.42, -1.04)  -0.60
O (0.73, 2.07, -0.50)  -0.33
S (-0.24, 1.27, -1.46)  1.20
H (0.52, -2.79, 2.80)  0.45
H (0.08, 2.17, 1.61)  0.23
H (1.81, 1.73, 1.34)  0.31
H (-0.34, -2.44, -1.25)  0.31
H (-1.30, -1.32, -2.15)  0.36
H (-1.50, -1.32, -0.34)  0.27

## Properties
Energy relative to the best compared isomer or geometry (same formula, charge and spin) ... 8.4702 eV
Kohn-Sham gap (alpha / beta) ... 8.171 / 6.438 eV
HOMO (alpha / beta) ... -0.3424 / -0.3130 Ha

***

[3]
C6H6O5RhS | ωB97M-V with the def2-TZVPD basis set

Each line ends with the Mulliken charge.
Atoms and positions in Å:
Rh (0.11, -0.53, -1.68)  0.13
O (0.10, 2.93, -3.24)  0.01
C (0.11, 1.88, -2.74)  0.34
C (1.67, -1.40, -0.93)  0.33
O (2.63, -1.96, -0.63)  0.02
C (-1.51, -1.36, -1.02)  0.39
O (-2.48, -1.89, -0.68)  0.00
C (0.11, -1.43, -3.23)  0.55
O (0.08, -2.16, -4.11)  0.01
C (0.51, 1.80, 2.26)  -1.00
S (0.09, 0.73, 0.86)  0.92
C (-0.43, -0.75, 1.76)  -1.02
O (-1.06, 1.29, 0.12)  -0.29
H (1.22, 1.30, 2.90)  0.46
H (-0.49, 1.91, 2.73)  0.46
H (0.87, 2.74, 1.80)  0.43
H (0.06, -0.66, 2.74)  0.45
H (-1.52, -0.76, 1.85)  0.42
H (-0.07, -1.67, 1.26)  0.39

## Properties
Energy relative to the best compared isomer or geometry (same formula, charge and spin) ... 0.7214 eV
Kohn-Sham gap (alpha / beta) ... 9.573 / 6.661 eV
Total charge ... +3
HOMO (alpha / beta) ... -0.8427 / -0.9138 Ha
2S+1 ... 5

***

[4]
C6H6OS | ωB97M-V with the def2-TZVPD basis set

Each line ends with the Mulliken charge.
Atoms and positions in Å:
C (-0.48, 0.45, 0.70)  -0.04
C (-1.86, 0.15, 0.35)  -0.65
C (-1.84, -1.03, -0.33)  -0.18
C (0.23, -0.87, 0.44)  0.40
C (1.67, -0.79, 0.13)  -1.21
C (2.83, -0.75, -0.12)  0.47
H (1.41, 1.66, -0.06)  0.09
H (-0.32, 0.73, 1.75)  0.34
H (-2.74, 0.82, 0.31)  0.36
H (-2.75, -1.51, -0.83)  0.35
H (0.09, -1.43, 1.39)  0.18
H (3.88, -0.55, -0.16)  0.48
O (-0.62, -1.59, -0.54)  -0.38
S (0.13, 1.88, -0.32)  -0.21

## Properties
Energy relative to the best compared isomer or geometry (same formula, charge and spin) ... 2.4607 eV
Kohn-Sham gap ... 9.665 eV
HOMO ... -0.3262 Ha
SMILES ... C#C[C@@H]1OC=C[C@@H]1S

***

[5]
C6H6OS2 | ωB97M-V with the def2-TZVPD basis set

Each line ends with the Mulliken charge.
Atoms and positions in Å:
C (1.12, -1.08, 0.29)  -0.50
C (0.96, -2.37, 0.63)  -0.55
C (-0.05, -0.44, -0.12)  0.00
C (-1.13, -1.24, 0.06)  0.26
C (-0.43, 0.88, -0.66)  0.53
C (0.22, 2.07, 0.01)  -1.02
O (-1.84, 0.95, -0.46)  -0.31
S (-0.74, -2.85, 0.59)  -0.21
S (-2.64, -0.48, -0.45)  0.06
H (2.05, -0.50, 0.32)  0.28
H (1.53, -3.02, 1.16)  0.49
H (-0.26, 0.96, -1.81)  0.11
H (-0.18, 2.22, 1.13)  0.26
H (0.07, 3.11, -0.48)  0.32
H (1.33, 1.80, -0.20)  0.28

## Properties
Energy relative to the best compared isomer or geometry (same formula, charge and spin) ... 1.6791 eV
Kohn-Sham gap (alpha / beta) ... 5.220 / 6.892 eV
HOMO (alpha / beta) ... -0.1741 / -0.3326 Ha
2S+1 ... 3

***

[6]
C6H6S | ωB97M-V with the def2-TZVPD basis set

Each line ends with the Mulliken charge.
Atoms and positions in Å:
C (0.54, -1.11, 0.10)  0.45
C (1.68, -1.61, -0.15)  -0.68
C (1.44, -0.46, -1.11)  -0.65
C (-0.80, -0.85, 0.64)  -0.36
C (-0.11, 1.60, 0.71)  -0.49
C (-1.15, 0.62, 0.44)  -0.05
S (-0.18, 1.30, -0.97)  -0.13
H (1.20, -0.71, -2.13)  0.31
H (2.14, 0.35, -0.98)  0.34
H (-1.54, -1.48, 0.15)  0.26
H (-0.81, -1.07, 1.71)  0.26
H (-0.19, 2.58, 1.14)  0.30
H (-2.21, 0.85, 0.45)  0.44

## Properties
Energy relative to the best compared isomer or geometry (same formula, charge and spin) ... 1.6511 eV
Kohn-Sham gap (alpha / beta) ... 7.575 / 8.031 eV
HOMO (alpha / beta) ... -0.2505 / -0.3384 Ha
2S+1 ... 3

***

[7]
C6H73F3NbO31 | ωB97M-V with the def2-TZVPD basis set

Each line ends with the Mulliken charge.
Atoms and positions in Å:
O (1.53, 3.98, -0.76)  -0.76
C (2.01, 3.10, -1.85)  0.52
C (2.92, 1.87, -1.26)  -0.25
Nb (1.96, -0.20, -1.47)  -1.59
C (-0.12, 0.58, -0.82)  0.07
C (-1.07, 0.77, -2.16)  0.08
C (-2.50, 1.52, -1.89)  0.02
F (-3.57, 1.37, -2.95)  -0.37
C (-2.87, 2.32, -0.69)  0.30
F (-2.00, 3.29, 0.02)  -0.15
F (-4.29, 2.17, -0.21)  -0.28
H (1.25, 3.33, -0.03)  0.24
H (1.09, 2.76, -2.51)  -0.25
H (2.72, 3.75, -2.54)  -0.02
H (3.24, 2.03, -0.12)  -0.10
H (3.96, 1.83, -1.85)  0.51
H (1.51, 0.06, -3.21)  0.17
H (3.57, -0.82, -2.04)  0.11
H (2.39, -0.59, 0.27)  0.47
H (1.25, -1.87, -1.58)  -0.04
H (0.00, 1.55, -0.18)  -0.38
H (-0.60, -0.33, -0.22)  0.42
H (-0.44, 1.26, -3.03)  0.02
H (-1.32, -0.34, -2.53)  0.24
O (4.16, -0.13, 1.99)  -0.27
H (4.42, 0.42, 2.74)  0.06
H (4.05, -1.01, 2.38)  0.26
O (-3.79, -1.76, -2.94)  -0.62
H (-4.33, -1.72, -2.14)  0.31
H (-3.56, -0.84, -3.12)  0.31
O (1.93, -1.38, -4.85)  -0.50
H (1.18, -1.99, -4.88)  0.25
H (2.22, -1.33, -5.77)  0.26
O (2.53, 4.36, -4.87)  -0.67
H (1.71, 4.82, -4.66)  0.30
H (2.88, 4.85, -5.64)  0.30
O (-4.51, 5.47, -0.17)  -0.69
H (-5.07, 5.33, -0.95)  0.33
H (-3.99, 4.66, -0.10)  0.37
O (2.29, -2.51, 1.74)  -0.39
H (1.45, -2.08, 1.96)  0.19
H (2.06, -3.43, 1.57)  0.21
O (4.06, 2.45, -6.39)  -0.65
H (3.44, 2.96, -5.85)  0.38
H (3.70, 1.55, -6.40)  0.34
O (-6.46, 4.00, -1.71)  -0.64
H (-7.01, 3.86, -2.50)  0.34
H (-5.94, 3.18, -1.65)  0.24
O (-4.06, 3.13, 2.85)  -0.65
H (-4.81, 2.52, 2.83)  0.35
H (-3.76, 3.17, 1.93)  0.29
O (3.74, 5.88, -0.54)  -0.76
H (2.99, 5.27, -0.56)  0.41
H (4.04, 5.92, -1.46)  0.29
O (-6.52, 1.52, 3.69)  -0.71
H (-6.52, 2.28, 4.29)  0.35
H (-6.79, 0.78, 4.26)  0.32
O (0.38, -2.64, 3.74)  -0.54
H (0.38, -1.87, 4.34)  0.26
H (0.11, -3.37, 4.30)  0.26
O (-4.59, -0.48, 4.01)  -0.68
H (-5.21, 0.16, 3.63)  0.40
H (-3.73, -0.19, 3.67)  0.31
O (0.62, -5.22, 1.47)  -0.55
H (-0.30, -4.92, 1.51)  0.27
H (0.56, -6.18, 1.52)  0.27
O (-1.73, -3.00, 5.69)  -0.58
H (-2.44, -3.13, 5.05)  0.32
H (-2.15, -3.11, 6.55)  0.27
O (0.14, -8.10, 0.13)  -0.59
H (-0.61, -8.71, 0.11)  0.34
H (0.44, -8.05, -0.79)  0.31
O (6.62, -0.76, 3.67)  -0.62
H (7.01, -0.26, 2.93)  0.31
H (7.04, -1.63, 3.61)  0.30
O (4.58, 8.36, -1.93)  -0.61
H (4.58, 9.12, -1.33)  0.32
H (4.31, 7.62, -1.36)  0.40
O (5.78, 2.19, -0.66)  -0.63
H (5.78, 2.95, -0.06)  0.30
H (5.51, 1.45, -0.09)  0.31
O (4.00, 2.32, 3.51)  -0.56
H (3.46, 2.36, 4.31)  0.26
H (4.22, 3.24, 3.33)  0.28
O (-4.70, -4.95, -3.68)  -0.64
H (-5.24, -4.91, -2.87)  0.30
H (-4.48, -4.02, -3.86)  0.34
O (1.41, -9.75, 2.53)  -0.71
H (0.79, -9.11, 2.15)  0.35
H (2.27, -9.46, 2.20)  0.32
O (5.42, -1.89, -0.25)  -0.62
H (4.80, -1.38, 0.30)  0.25
H (5.05, -2.78, -0.25)  0.31
O (-1.51, 0.65, 2.78)  -0.56
H (-1.64, 1.26, 3.53)  0.31
H (-1.38, 1.24, 2.02)  0.27
O (0.84, 1.84, 1.65)  -0.25
H (1.11, 2.40, 2.40)  0.17
H (0.73, 0.96, 2.04)  0.16
O (-1.35, -10.39, 2.33)  -0.66
H (-0.43, -10.35, 2.62)  0.38
H (-1.84, -9.97, 3.06)  0.31
O (-8.85, 5.55, -2.34)  -0.64
H (-7.93, 5.58, -2.05)  0.36
H (-9.34, 5.97, -1.62)  0.31
O (-0.51, -9.19, -2.07)  -0.69
H (-1.44, -8.90, -2.03)  0.33
H (-0.57, -10.16, -2.02)  0.33
O (5.26, -0.68, -5.88)  -0.67
H (4.72, -0.64, -5.08)  0.34
H (5.49, 0.25, -6.06)  0.31
O (-6.09, 3.55, 5.70)  -0.63
H (-5.16, 3.58, 5.99)  0.31
H (-6.58, 3.96, 6.42)  0.29

## Properties
Kohn-Sham gap ... 6.077 eV
Total charge ... -1
HOMO ... -0.1683 Ha

***

[8]
C6H7AuN3O2S3SbSe | ωB97M-V with the def2-TZVPD basis set

Each line ends with the Mulliken charge.
Atoms and positions in Å:
Au (1.12, -1.03, -0.80)  0.99
S (1.20, -5.11, -3.05)  -0.68
Sb (-0.17, -3.22, -3.09)  0.39
S (-0.48, -2.81, -0.69)  -0.32
S (1.56, -1.50, -3.13)  -0.39
N (3.06, 0.31, -0.81)  -0.64
N (3.41, 0.50, 0.52)  -0.13
C (2.67, -0.05, 1.60)  0.69
O (3.13, 0.12, 2.71)  -0.70
O (1.59, -0.63, 1.30)  -0.85
H (3.75, -0.21, -1.36)  0.30
H (2.82, 1.19, -1.28)  0.27
H (4.33, 0.85, 0.75)  0.23
Se (-0.49, 0.97, -1.53)  -0.09
C (-1.78, 0.99, -0.13)  0.52
C (-2.93, 1.76, -0.30)  -0.44
C (-3.83, 1.81, 0.74)  -0.32
N (-3.68, 1.15, 1.88)  -0.59
C (-2.60, 0.40, 2.02)  -0.62
C (-1.61, 0.28, 1.05)  -0.07
H (-3.09, 2.30, -1.22)  0.34
H (-4.73, 2.41, 0.66)  0.33
H (-2.50, -0.13, 2.95)  0.37
H (-0.74, -0.33, 1.22)  0.40

## Properties
Energy relative to the best compared isomer or geometry (same formula, charge and spin) ... 0.4888 eV
Kohn-Sham gap (alpha / beta) ... 4.782 / 4.460 eV
Total charge ... -1
HOMO (alpha / beta) ... -0.1634 / -0.1628 Ha
2S+1 ... 2

***

[9]
C6H7B | ωB97M-V with the def2-TZVPD basis set

Each line ends with the Mulliken charge.
Atoms and positions in Å:
B (0.23, 1.34, 0.02)  0.06
C (-0.76, -1.18, -0.10)  -0.49
C (0.58, -1.16, 0.11)  -0.34
C (-1.36, 0.15, -0.15)  0.13
C (1.23, 0.18, 0.06)  0.59
C (-2.66, 0.46, -0.05)  -0.79
C (2.56, 0.16, -0.15)  -0.85
H (0.27, 2.52, -0.19)  -0.04
H (-1.34, -1.97, -0.42)  0.40
H (1.33, -2.02, 0.06)  0.18
H (-3.25, -0.39, -0.07)  0.28
H (-2.89, 1.46, 0.03)  0.31
H (3.08, -0.71, -0.15)  0.30
H (3.17, 1.00, -0.47)  0.26

## Properties
Energy relative to the best compared isomer or geometry (same formula, charge and spin) ... 0.6420 eV
Kohn-Sham gap ... 7.910 eV
HOMO ... -0.3055 Ha
SMILES ... C=C1BC(=C)C=C1

***

[10]
C6H7B | ωB97M-V with the def2-TZVPD basis set

Each line ends with the Mulliken charge.
Atoms and positions in Å:
B (1.08, 0.28, -0.15)  0.04
C (3.24, 0.01, 0.84)  -0.66
C (2.42, -0.77, 0.23)  0.40
C (1.47, -1.73, -0.15)  -0.49
C (0.18, -0.86, -0.14)  0.70
C (0.93, 1.75, -0.70)  -0.76
C (-1.22, -1.14, -0.29)  -1.24
H (1.64, -2.75, -0.62)  0.30
H (-0.19, 1.72, -1.02)  0.22
H (1.61, 2.01, -1.54)  0.30
H (1.07, 2.52, 0.10)  0.27
H (-1.85, -0.23, -0.46)  0.27
H (-1.66, -1.74, 0.42)  0.37
H (-1.52, -1.79, -1.17)  0.30

## Properties
Energy relative to the best compared isomer or geometry (same formula, charge and spin) ... 2.5383 eV
Kohn-Sham gap ... 7.907 eV
HOMO ... -0.3132 Ha

***

[11]
C6H7B | ωB97M-V with the def2-TZVPD basis set

Each line ends with the Mulliken charge.
Atoms and positions in Å:
B (0.00, -0.33, 0.20)  -0.05
C (-0.15, -3.05, 0.38)  -0.34
C (-0.45, -1.85, 0.13)  0.11
C (-1.54, -0.92, -0.35)  -0.43
C (-1.37, 0.31, 0.23)  0.57
C (3.72, 0.04, 0.00)  -0.88
C (-2.18, 1.49, 0.13)  -1.07
H (-2.29, -1.06, -1.17)  0.28
H (4.00, 0.41, 1.08)  0.24
H (3.78, 0.74, -0.78)  0.31
H (3.75, -0.97, -0.27)  0.35
H (-2.64, 1.64, 1.02)  0.36
H (-3.06, 1.20, -0.56)  0.28
H (-1.56, 2.34, -0.05)  0.29

## Properties
Energy relative to the best compared isomer or geometry (same formula, charge and spin) ... 6.6829 eV
Kohn-Sham gap (alpha / beta) ... 7.989 / 7.880 eV
HOMO (alpha / beta) ... -0.3247 / -0.2996 Ha

***

[12]
C6H7BO2S | ωB97M-V with the def2-TZVPD basis set

Each line ends with the Mulliken charge.
Atoms and positions in Å:
B (-1.10, 0.33, 2.09)  0.72
C (0.97, 1.64, -1.60)  -0.51
C (-0.23, 0.88, -1.29)  -0.42
C (2.10, 1.21, -1.09)  -0.26
C (0.21, -0.35, -0.51)  0.31
C (-1.04, -2.40, 0.44)  -0.84
C (-0.45, -1.39, -0.04)  0.16
O (-1.56, 1.30, 1.46)  -0.60
O (-0.62, -0.62, 2.85)  -0.48
S (1.97, -0.27, -0.20)  -0.21
H (0.77, 2.51, -2.15)  0.43
H (-0.76, 0.36, -2.24)  0.23
H (3.02, 1.78, -1.25)  0.39
H (-1.57, -3.17, -0.17)  0.24
H (-1.11, -2.44, 1.57)  0.21
H (-0.87, 1.38, -0.69)  0.32
H (0.27, -0.77, 2.83)  0.31

## Properties
Energy relative to the best compared isomer or geometry (same formula, charge and spin) ... 1.0380 eV
Kohn-Sham gap ... 8.104 eV
HOMO ... -0.2863 Ha
SMILES ... C=C=C1CC=CS1.O=BO